No. 1
# C31H38N4Zn

A molecular structure, C31H38N4Zn (ωB97M-V/def2-TZVPD, OMol25).

Element x y z (Å)
Zn -0.3959 -0.0765 0.4794
N 0.7394 -2.8102 3.3737
N -0.0333 -2.3202 -1.1770
C 1.1728 1.9217 0.1214
C 2.3406 1.2042 0.5154
C 2.1756 0.7962 1.8742
C 3.0573 -0.0974 2.6699
H 3.9554 -0.3659 2.1079
H 2.5239 -1.0364 2.9504
H 3.3486 0.4010 3.5990
C 0.9400 1.3099 2.3603
C 0.4257 1.1454 3.7420
H 1.0047 1.7820 4.4337
H 0.5184 0.1031 4.0889
H -0.6293 1.4363 3.8187
C 0.2569 1.9432 1.2541
C -0.9095 2.8523 1.4031
H -1.7097 2.3656 1.9739
H -1.3104 3.1430 0.4261
H -0.6244 3.7733 1.9363
C 3.5183 0.9384 -0.3444
H 4.2806 1.7170 -0.1891
H 3.2470 0.9450 -1.4093
H 3.9755 -0.0322 -0.1058
C 0.9807 2.6682 -1.1449
H -0.0804 2.8963 -1.3141
H 1.3325 2.0818 -2.0061
H 1.5348 3.6237 -1.1388
C 0.1023 -3.5289 4.2756
H 0.5457 -3.5300 5.3072
C -1.0786 -4.2638 3.9477
H -1.5544 -4.8445 4.7622
C -1.5598 -4.2299 2.6167
H -2.4502 -4.8711 2.3647
C -0.8985 -3.3723 1.7134
H -1.2278 -3.3338 0.6633
C 0.1170 -2.4958 2.1969
C 0.8523 -1.3038 1.8507
H 1.6403 -1.7768 1.1525
C -0.3565 -1.1056 -1.4883
C 0.6979 -2.9203 -2.0798
H 1.2450 -3.8025 -1.6634
C 0.4979 -2.2746 -3.2461
H 0.7321 -2.6551 -4.2493
N -0.1847 -1.1059 -2.8830
C -0.3059 0.0511 -3.6382
C 0.7585 0.4124 -4.4593
C 0.6134 1.5903 -5.2481
H 1.4112 1.8511 -5.9517
C -0.5297 2.3826 -5.1075
C -0.7147 3.5777 -5.9917
H -1.2477 4.3619 -5.4492
H -1.3009 3.3158 -6.8807
H 0.2599 3.9464 -6.3179
C -1.5236 2.0660 -4.1634
H -2.4009 2.7050 -4.0216
C -1.4075 0.8699 -3.4036
C -2.4520 0.5185 -2.3982
H -2.7008 -0.5496 -2.3892
H -3.3732 1.0704 -2.6346
H -2.1786 0.8072 -1.3662
C 2.0520 -0.3307 -4.4549
H 1.9639 -1.3689 -4.8060
H 2.5526 -0.3406 -3.4674
H 2.7419 0.1677 -5.1472
C -2.4994 -0.9441 5.1929
C -3.2894 -1.0262 3.8753
C -2.5273 -0.5529 2.7431
N -1.9719 -0.2369 1.7605
H -1.6044 -1.5784 5.1523
H -3.1051 -1.2775 6.0435
H -2.1831 0.0896 5.3849
H -3.5946 -2.0639 3.6698
H -4.1986 -0.4084 3.9343

Gap between HOMO and LUMO (alpha / beta)   4.8 / 1.7 eV
Total charge   -2
Spin multiplicity   1
LUMO (alpha / beta)   4.1 / 4.2 eV
HOMO energy (alpha / beta)   -0.0242 / 0.0915 Eh
Strongest force on any atom   6.04 eV/Å

=====

No. 2
# C25H29N5O7S

A molecular structure, C25H29N5O7S (ωB97M-V/def2-TZVPD, OMol25).

Element x y z (Å)
C -5.2392 -0.9198 -1.6565
H -5.2499 -0.4163 -0.6874
O -3.9918 -1.5424 -1.9018
C -2.8342 -0.8477 -1.7417
C -1.7110 -1.6258 -1.4851
C -0.4643 -1.0718 -1.2656
C -0.3227 0.3056 -1.2863
C -1.4196 1.0947 -1.6179
C -2.6734 0.5492 -1.8508
O -3.7592 1.2990 -2.2030
C -3.6693 2.7004 -2.1178
H -3.3582 3.0163 -1.1184
H -4.6744 3.0681 -2.3194
H -2.9820 3.1066 -2.8679
H -1.2862 2.1637 -1.6637
C 0.9838 1.0035 -0.9572
N 0.7942 2.1019 -0.0253
C -0.0409 2.0996 1.0472
O -0.2590 3.1171 1.6879
C -0.7626 0.8559 1.3589
C -2.1441 0.7684 1.4474
N -3.0241 1.7669 1.1456
H -2.7010 2.6989 1.3590
H -3.9799 1.5450 1.4000
C -2.5152 -0.5641 1.7842
N -1.5045 -1.3818 2.0149
S -0.0754 -0.6603 1.7969
C -3.9110 -1.0208 1.8807
O -4.8659 -0.2788 1.6920
N -4.0383 -2.3245 2.1902
H -4.9509 -2.7407 2.2576
H -3.2058 -2.8748 2.3130
C 1.6777 3.2452 -0.2074
C 3.1050 2.8292 -0.0808
C 4.0425 2.5100 -1.0227
C 5.1899 2.0883 -0.3097
C 4.8588 2.1776 1.0070
O 3.6070 2.6265 1.1509
H 5.4100 1.9623 1.9005
H 6.1239 1.7664 -0.7225
H 3.9362 2.5795 -2.0867
H 1.5070 3.6942 -1.1919
H 1.4167 3.9615 0.5763
H 1.3694 1.4613 -1.8801
C 2.0661 0.0574 -0.4187
O 2.2517 -0.1039 0.7710
N 2.8409 -0.5014 -1.3705
H 2.5425 -0.4562 -2.3322
C 3.8511 -1.4752 -1.0350
H 4.0779 -1.3288 0.0225
H 4.7480 -1.2910 -1.6316
C 3.3532 -2.9187 -1.2711
C 4.2739 -3.9392 -0.5920
H 4.1834 -4.9018 -1.0944
H 5.3159 -3.6282 -0.6108
C 3.6976 -4.0143 0.8281
H 4.2819 -3.4113 1.5210
C 2.2745 -3.4402 0.6831
H 1.4944 -4.1546 0.9521
O 2.0892 -3.1281 -0.6909
H 2.1450 -2.5351 1.2876
H 3.6801 -5.0370 1.1980
H 3.2354 -3.0912 -2.3466
H 0.3672 -1.7212 -1.0416
H -1.8464 -2.6940 -1.4339
H -5.4987 -0.2080 -2.4416
H -5.9629 -1.7347 -1.6490

ΔE to the lowest compared entry with this formula, charge and spin   16.8 kcal per mole
Gap between HOMO and LUMO   8.2 eV
Spin multiplicity   1
LUMO   0.5 eV
HOMO energy   -0.2852 Eh
Strongest force on any atom   1.10 eV/Å

=====

No. 3
# C16H27BF13NO11S4Si

3 unconnected molecules or ions with the total composition C16H27BF13NO11S4Si (ωB97M-V/def2-TZVPD, OMol25).

Element x y z (Å)
C 6.3329 -0.0341 1.0004
C 5.5941 0.6435 -0.2977
O 5.8142 0.0558 -1.5015
N 4.6860 1.8536 -0.2913
C 3.6659 1.8195 0.8263
C 2.3059 0.9620 0.4921
C 2.5293 -0.6617 0.3959
C 1.2316 -1.5501 0.8626
Si -0.1764 -1.6604 -0.4759
S -0.3786 -3.6813 -1.2254
C -1.8012 -1.0250 0.4267
C -2.9894 -2.1539 0.3128
C -4.2132 -1.6275 1.3206
F -3.8563 -2.2125 2.6669
F -4.1319 -0.1609 1.4882
C -5.6840 -2.2253 0.9444
F -5.4424 -3.4942 0.1605
F -6.4154 -2.6399 2.1628
C -6.5803 -1.2672 -0.0819
F -7.4030 -2.2539 -0.8780
F -5.6135 -0.6308 -0.9958
C -7.5649 -0.2800 0.7524
F -6.9856 0.2483 2.0375
F -8.7384 -1.1256 1.1932
S -8.2807 1.1773 -0.1539
F -8.4089 1.9881 1.3901
F -9.8792 0.5664 0.1619
F -8.2509 0.4311 -1.6902
F -6.7811 1.9755 -0.3566
F -9.0337 2.5354 -0.8965
B 0.1636 -0.5280 -2.0321
O 1.0149 -1.1019 -3.1137
O -0.3968 0.8590 -2.1695
H 6.0649 -1.1957 0.9748
H 5.9895 0.3780 2.0407
H 7.5058 0.0680 0.9280
H 5.2929 2.6952 -0.1144
H 3.3227 2.9486 0.9988
H 4.1107 1.4744 1.8730
H 1.5321 1.1943 1.3687
H 1.8310 1.4392 -0.4803
H 2.8875 -0.9115 -0.7058
H 3.4227 -0.9597 1.1176
H 0.7847 -1.0542 1.8415
H 1.5945 -2.6445 1.1034
H 0.7185 -3.8642 -2.0864
H -1.5518 -0.7839 1.5681
H -2.0873 -0.0281 -0.1612
H -3.4138 -2.1049 -0.7791
H -2.6505 -3.2462 0.6090
H 1.8612 -0.5637 -3.1605
H -0.3060 1.2913 -1.2481
C -1.6992 2.3012 -5.8854
C -1.5380 3.7090 -6.4526
O -0.2448 4.1357 -6.0303
S 0.7404 2.8383 -5.9475
O 1.5062 2.7744 -7.1725
O 1.3475 2.8085 -4.6372
O -0.4159 1.6907 -6.0102
H -1.9598 2.3319 -4.8226
H -2.4514 1.7215 -6.4271
H -2.3076 4.3947 -6.0903
H -1.5484 3.6963 -7.5476
C 5.8779 -1.2989 6.4380
C 5.6288 -2.0257 5.1191
O 5.7072 -1.0156 4.1159
S 6.7802 0.1183 4.5884
O 8.0480 -0.1682 3.9547
O 6.1395 1.4110 4.5182
O 6.8820 -0.3263 6.1536
H 4.9788 -0.7721 6.7736
H 6.2164 -1.9773 7.2257
H 4.6548 -2.5199 5.0934
H 6.4153 -2.7613 4.9199

Gap between HOMO and LUMO   6.7 eV
Spin multiplicity   1
SMILES   CC(=O)NCCCC[Si@@](S)(CCC(F)(F)C(F)(F)C(F)(F)C(F)(F)S(F)(F)(F)(F)F)B(O)O.O=S1(=O)OCCO1.O=S1(=O)OCCO1
LUMO   -2.7 eV
HOMO energy   -0.3465 Eh
Strongest force on any atom   8.50 eV/Å

=====

No. 4
# C31H31FN3V

A molecular structure, C31H31FN3V (ωB97M-V/def2-TZVPD, OMol25).

Element x y z (Å)
C 3.3629 1.2666 -3.0474
H 4.1076 0.6849 -3.5851
H 3.8873 1.9118 -2.3372
H 2.8449 1.9074 -3.7699
C 2.4273 0.3681 -2.3126
C 2.2792 -0.9912 -2.6231
H 2.8980 -1.4095 -3.4234
C 1.4728 -1.8859 -1.9113
C 1.6486 -3.3571 -2.2525
H 2.1753 -3.9129 -1.4662
H 2.2662 -3.4432 -3.1590
H 0.7081 -3.8840 -2.4500
C 0.0815 -2.4578 -0.0427
C -1.2920 -2.7457 -0.0448
C -1.8452 -3.4921 0.9959
H -2.9264 -3.6557 1.0260
C -1.0250 -4.0035 2.0042
H -1.4708 -4.5109 2.8650
C 0.3606 -3.8144 1.9469
H 1.0095 -4.2231 2.7252
C 0.9204 -3.0696 0.9087
C 1.1105 2.2104 -1.1630
C 0.7748 3.0045 -2.2953
C 0.3355 4.3091 -2.1398
H 0.1085 4.9420 -3.0101
C 0.1266 4.8291 -0.8479
H -0.3442 5.8165 -0.7286
C 0.5100 4.0994 0.2774
H 0.4202 4.5379 1.2736
C 1.0057 2.7922 0.1420
C -1.5943 0.7673 -2.8292
H -1.1471 0.0003 -3.4726
C -2.3251 1.8404 -3.3599
H -2.4630 1.9562 -4.4470
C -2.8886 2.8274 -2.4752
H -3.5118 3.6603 -2.7881
C -2.5721 2.5865 -1.1907
C -1.9861 1.6639 -0.4424
H -3.2254 2.8723 0.7404
C -1.5206 0.5195 -1.3759
H -1.6514 -0.5335 -0.9988
N 0.6096 -1.4894 -0.9578
N 1.7323 0.9082 -1.3065
V 0.1299 0.5362 -0.4776
H 1.9999 -2.9059 0.8403
H -1.9218 -2.3728 -0.8585
H 0.8154 2.5514 -3.2873
H 1.4242 2.2647 1.0071
F -3.9504 3.3889 0.3169
C -2.6216 -0.3692 1.9865
C -1.4387 -0.6175 2.8544
C -1.5729 -1.2977 4.0607
C -0.4519 -1.6241 4.8314
C 0.8396 -1.2570 4.4265
C 1.0278 -0.5992 3.2144
C 2.3910 -0.2852 2.6811
C -0.1234 -0.2662 2.4254
N 0.0548 0.2971 1.2114
H -2.4611 0.4784 1.3026
H -3.5117 -0.1779 2.5989
H -2.8613 -1.2493 1.3608
H -2.5714 -1.5980 4.3966
H -0.5835 -2.1872 5.7615
H 1.7088 -1.4935 5.0509
H 2.4845 0.7710 2.3809
H 3.1448 -0.4758 3.4535
H 2.6542 -0.9139 1.8103

ΔE to the lowest compared entry with this formula, charge and spin   0.0 kcal per mole
Gap between HOMO and LUMO (alpha / beta)   5.7 / 5.7 eV
Total charge   +2
Spin multiplicity   1
LUMO (alpha / beta)   -8.2 / -8.2 eV
HOMO energy (alpha / beta)   -0.5106 / -0.5111 Eh
Strongest force on any atom   6.11 eV/Å

=====

No. 5
# C9H11O2P

C9H11O2P in the gas phase (ωB97M-V/def2-TZVPD, OMol25).

Element x y z (Å)
C -0.5238 -2.7734 1.2629
C -1.2552 -2.3431 0.1774
C 0.2001 -1.8557 2.0328
C -1.3724 -1.0029 -0.1468
C 0.0487 -0.5133 1.6738
C -0.6919 -0.0491 0.5941
C 1.3812 0.9874 -1.1933
C -0.0153 1.7209 -1.1946
C -0.8491 1.3337 0.2654
O -2.6786 3.2121 0.2673
O -0.3735 2.1437 1.3538
P -2.6305 1.8240 -0.1921
H -0.5277 -3.8907 1.3996
H -1.9004 -3.1779 -0.3136
H 0.6831 -2.3265 2.8216
H -1.9876 -0.8079 -1.0381
H 0.5025 0.1131 2.3004
H 2.1144 1.7576 -0.8255
H 1.5490 0.7363 -2.1518
H 1.4115 0.0288 -0.5668
H -0.8267 1.3706 -1.9409
H -0.1257 2.8123 -1.3260
H -0.4673 3.0169 0.9440

ΔE to the lowest compared entry with this formula, charge and spin   84.5 kcal per mole
Gap between HOMO and LUMO   7.9 eV
Spin multiplicity   1
SMILES   CC[C@@](O)(P=O)c1ccccc1
LUMO   -0.7 eV
HOMO energy   -0.3165 Eh
Strongest force on any atom   4.14 eV/Å

=====

No. 6
# C5H6O2

C5H6O2 in the gas phase (ωB97M-V/def2-TZVPD, OMol25).

Element x y z (Å)
C 1.2204 0.0896 0.4135
C 0.1123 -1.1289 0.2958
C -1.1945 -1.1853 -0.0273
C -1.1171 1.1462 -0.0092
C 0.2097 1.1979 0.0335
H 1.9930 -0.6107 -1.3430
H 1.4906 0.1625 1.4474
H 0.8001 -2.0641 0.2154
H -2.0420 -1.8813 -0.0673
H -1.7712 2.1606 -0.0329
H 0.4781 2.2081 0.2368
O 2.3209 -0.0582 -0.3655
O -1.8625 -0.0283 -0.2212

ΔE to the lowest compared entry with this formula, charge and spin   89.2 kcal per mole
Gap between HOMO and LUMO   9.6 eV
Spin multiplicity   1
SMILES   OC1C=COC=C1
LUMO   0.7 eV
HOMO energy   -0.3298 Eh
Strongest force on any atom   6.38 eV/Å

=====

No. 7
# C2H2ClNO

2 unconnected molecules or ions with the total composition C2H2ClNO (ωB97M-V/def2-TZVPD, OMol25).

Element x y z (Å)
C -1.4461 1.1080 -0.0219
C 0.3067 -0.6006 0.2828
N -2.1540 1.9298 -0.3871
O 0.8250 -0.9668 -0.8754
Cl 1.2854 0.2527 1.4021
H -0.4299 -1.2757 0.6954
H 1.6130 -0.4473 -1.0959

ΔE to the lowest compared entry with this formula, charge and spin   60.6 kcal per mole
Gap between HOMO and LUMO (alpha / beta)   8.8 / 8.8 eV
Spin multiplicity   1
LUMO (alpha / beta)   -1.4 / -1.4 eV
HOMO energy (alpha / beta)   -0.3751 / -0.3750 Eh
Strongest force on any atom   3.76 eV/Å

=====

No. 8
# C2H3NOS

2 unconnected molecules or ions with the total composition C2H3NOS (ωB97M-V/def2-TZVPD, OMol25).

Element x y z (Å)
C 3.1075 -0.7872 0.4133
C 0.3949 0.7406 -0.5722
N 0.6824 -0.1410 0.2649
O 3.0223 -1.7219 1.0836
S 3.4840 0.5145 -0.3737
H -0.5256 1.2049 -1.0587
H 1.1735 1.1381 -1.2326
H -0.1356 -0.4744 0.6954

ΔE to the lowest compared entry with this formula, charge and spin   18.7 kcal per mole
Gap between HOMO and LUMO   10.7 eV
Spin multiplicity   1
SMILES   O=C=S.C=N
LUMO   0.8 eV
HOMO energy   -0.3648 Eh
Strongest force on any atom   3.44 eV/Å

=====

No. 9
# C2H4IN3O

C2H4IN3O in the gas phase (ωB97M-V/def2-TZVPD, OMol25).

Element x y z (Å)
C 0.2166 1.6731 0.1831
C -1.1986 -0.8052 0.5627
N 0.5467 2.5535 0.8901
N 1.4743 0.1928 -1.0323
N 0.0088 0.7273 -0.6989
O -1.0242 -0.1143 -0.6666
I 2.3716 -1.2297 0.2339
H -0.3550 -1.4102 0.7930
H -2.1983 -1.1923 0.4662
H -1.2652 -0.1392 1.3163
H 1.4233 -0.2559 -2.0475

ΔE to the lowest compared entry with this formula, charge and spin   0.0 kcal per mole
Gap between HOMO and LUMO   8.7 eV
Spin multiplicity   1
SMILES   CON(C#N)NI
LUMO   -1.0 eV
HOMO energy   -0.3556 Eh
Strongest force on any atom   5.15 eV/Å

=====

No. 10
# C33H36BHfN8O3S

A molecular structure, C33H36BHfN8O3S (ωB97M-V/def2-TZVPD, OMol25).

Element x y z (Å)
Hf -0.5316 0.6634 0.8368
B -3.2518 1.3251 1.8722
N -2.2934 2.0724 2.8215
C -2.4805 2.9597 3.7913
C -1.2105 3.3981 4.2327
C -0.3508 2.7382 3.4136
N -0.9609 1.9973 2.5066
N -3.2800 1.9767 0.4922
C -4.1515 2.7716 -0.1950
C -3.5050 3.2662 -1.3089
C -2.2322 2.7414 -1.2472
N -2.1160 1.9419 -0.1773
H -4.2608 0.9928 2.3946
H -2.6401 0.2596 1.5814
H -3.4647 3.1297 4.1188
H -1.0218 4.1443 5.0079
H 0.7257 2.7970 3.4603
H -5.1529 2.8557 0.2302
H -3.8386 3.8912 -2.0729
H -1.3762 2.7490 -1.8960
C 4.8399 3.3473 2.0879
C 3.6177 3.7689 1.6340
C 2.5126 2.8859 1.6180
C 2.6849 1.5703 2.0639
C 3.9484 1.0979 2.4745
C 4.9889 1.9829 2.4411
N 1.5567 0.6740 2.1692
N 1.7568 -0.2358 2.9653
C 0.6731 -1.1159 3.1944
C 0.7502 -2.0169 4.2146
C -0.3727 -2.7782 4.5449
C -1.5286 -2.5803 3.8455
C -1.5576 -1.6791 2.7918
N -0.4827 -0.9327 2.4867
H 5.7084 4.0024 2.0449
H 3.5316 4.7243 1.1233
H 1.5573 3.1268 1.2734
H 4.0056 0.0565 2.7099
H 5.9243 1.6080 2.8518
H 1.7510 -2.0742 4.6988
H -0.3117 -3.5069 5.3820
H -2.4471 -3.1387 4.0864
H -2.4439 -1.5776 2.1900
O -1.4036 -0.7141 -0.4575
S -2.7339 -1.2504 -1.1003
C -2.7489 -0.5465 -2.7975
C -1.3777 -0.1287 -3.3995
C -0.2612 -0.9087 -3.4086
C 0.9105 -0.5510 -4.0295
C 0.9518 0.7120 -4.6033
C -0.1844 1.5384 -4.5880
C -1.3357 1.1113 -4.0018
C -2.6260 -3.0832 -1.3684
C -1.2132 -3.5719 -1.7089
C -0.2105 -3.5368 -0.7569
C 1.0724 -3.9792 -1.1559
C 1.3039 -4.4620 -2.4262
C 0.2594 -4.5310 -3.3187
C -0.9794 -4.1109 -2.9301
H -3.4647 0.2570 -2.6945
H -3.2813 -1.2983 -3.4029
H -0.2619 -1.8887 -2.9793
H 1.7189 -1.3095 -4.0836
H 1.8077 1.0090 -5.1673
H -0.1272 2.4809 -5.1172
H -2.1923 1.7659 -4.0297
H -3.3613 -3.2405 -2.1875
H -3.0758 -3.5227 -0.4575
H -0.3266 -3.1292 0.2326
H 1.9053 -4.0631 -0.4153
H 2.2454 -4.8365 -2.7277
H 0.4207 -4.9993 -4.3016
H -1.7371 -4.2469 -3.6833
N 3.4512 -0.9219 -1.4298
C 2.8978 0.4804 -1.4284
C 1.5799 0.5322 -0.6705
O 0.8509 1.5676 -0.6173
O 1.3012 -0.4800 0.0322
H 4.3925 -1.0197 -1.7840
H 2.8674 -1.5282 -2.0808
H 3.4832 -1.2949 -0.4680
H 2.7016 0.7632 -2.4347
H 3.5113 1.0558 -0.8075

ΔE to the lowest compared entry with this formula, charge and spin   0.0 kcal per mole
Gap between HOMO and LUMO   7.6 eV
Total charge   +3
Spin multiplicity   1
LUMO   -9.2 eV
HOMO energy   -0.6162 Eh
Strongest force on any atom   2.66 eV/Å

=====

Number 1: energy -87134.17620 eV. Number 2: energy -59014.11542 eV. Number 3: energy -128253.50672 eV. Number 4: energy -65504.45332 eV. Number 5: energy -22893.16264 eV. Number 6: energy -9373.22831 eV. Number 7: energy -18162.74560 eV. Number 8: energy -16494.38736 eV. Number 9: energy -16751.77684 eV. Number 10: energy -65666.98230 eV.